1.
Formula: C31H19BrF4N11OPtS
Source: the OMol25 dataset
Level of theory: wB97M-V/def2-TZVPD

The geometry in XYZ format:
```
69
Properties=species:S:1:pos:R:3:forces:R:3
C 3.179 -1.966 -2.312 0.007 0.005 0.027
N 5.197 7.084 -0.832 0.017 0.079 0.028
N -1.018 0.143 -1.529 0.044 0.066 0.154
C 2.440 1.166 2.854 0.002 0.056 -0.097
F 2.511 2.290 0.181 0.018 0.055 0.018
H -0.248 -2.543 4.278 0.022 0.000 0.004
N 1.162 -0.927 -0.606 -0.040 -0.064 0.000
C 4.856 6.229 1.568 0.012 0.013 0.035
C 2.212 0.103 1.772 0.117 -0.090 0.032
C 2.992 2.527 2.487 0.019 -0.033 0.023
H -4.130 0.770 -2.966 -0.011 0.019 0.011
C -0.571 -0.768 6.216 -0.012 -0.040 -0.119
N 5.837 7.841 3.311 0.039 0.000 -0.017
C -0.721 -0.858 -3.868 -0.009 -0.040 -0.052
O -1.614 -1.383 6.164 0.013 -0.017 0.046
C 3.450 3.374 3.501 0.010 0.034 0.043
C 4.058 4.577 3.219 -0.006 -0.032 0.110
N -1.773 1.120 1.296 -0.100 -0.125 0.030
C 1.916 -1.603 -2.790 -0.001 0.025 -0.059
C 3.428 -1.808 -0.984 -0.007 0.025 -0.033
Br -4.272 0.283 4.423 0.016 0.034 -0.042
H 1.685 -1.707 -3.843 0.007 -0.026 0.001
H 4.405 -2.034 -0.569 0.000 0.011 0.005
C 0.940 -1.034 -1.932 -0.036 -0.064 0.127
F 4.498 5.303 4.205 -0.011 -0.013 -0.032
C 0.871 1.053 3.114 0.083 -0.056 0.180
N -3.458 1.325 -3.475 0.030 -0.019 -0.057
C -0.238 -0.537 -2.488 0.009 -0.057 -0.122
C 2.388 -1.389 -0.005 0.037 0.012 0.003
F 3.297 3.031 4.766 0.029 0.010 -0.037
H 0.342 1.913 2.703 0.087 0.028 -0.068
C -3.419 1.182 3.024 -0.028 0.006 0.030
F 3.704 4.550 -0.399 0.002 -0.021 0.079
C -3.730 2.494 2.693 -0.026 0.000 0.032
C 0.440 0.764 4.508 -0.050 -0.013 0.041
Pt -0.278 0.061 0.343 0.117 0.184 -0.030
C 3.652 4.187 0.855 -0.044 0.004 -0.116
H 2.210 -2.302 0.596 -0.011 0.000 0.001
C 3.049 2.992 1.168 0.011 0.009 -0.032
H -1.514 2.825 0.156 -0.008 -0.001 -0.042
N 3.787 -0.022 4.746 0.023 -0.012 -0.014
C 5.406 7.088 2.552 -0.064 0.007 0.065
C 0.089 -1.575 3.932 -0.028 0.017 -0.063
N 0.031 -0.312 7.325 -0.026 0.094 0.038
H -0.190 -0.288 -4.631 -0.018 0.003 0.002
S -1.027 2.431 -3.651 0.023 0.056 0.010
N 0.807 -0.106 2.132 -0.214 0.071 -0.161
H -4.495 3.029 3.239 -0.002 -0.003 -0.001
H -0.614 -1.925 -4.062 0.046 0.013 -0.019
H -2.187 -0.502 2.524 0.000 -0.025 -0.001
H 0.966 0.056 7.310 0.011 -0.036 0.015
H -0.394 -0.514 8.218 0.014 -0.013 -0.004
C 4.207 5.030 1.870 0.054 0.080 -0.037
C 5.031 6.704 0.243 -0.028 -0.144 -0.099
C -3.042 3.099 1.652 0.024 0.002 -0.006
H -3.258 4.119 1.366 -0.002 -0.002 -0.012
C 0.080 -0.460 4.886 0.063 0.010 -0.037
H -3.765 1.826 -4.296 0.005 0.005 0.017
C 0.451 -1.425 2.667 0.017 0.021 0.173
C -2.441 0.525 2.299 0.021 -0.006 -0.019
H 3.938 -2.340 -2.985 -0.002 0.006 -0.008
H 0.414 1.608 5.190 -0.065 -0.001 -0.009
H -1.776 -0.635 -3.992 -0.019 -0.017 0.050
C -2.215 1.486 -3.045 -0.038 -0.126 0.262
C 3.219 0.535 3.921 -0.059 -0.036 0.047
C -2.070 2.391 0.975 0.031 -0.034 0.003
N -1.981 0.904 -1.750 -0.062 0.140 -0.294
H 0.431 -2.213 1.929 0.044 -0.016 0.028
N 2.960 -0.395 0.920 -0.096 -0.020 -0.031
```
Positions in Å, forces in eV/Å.

Net charge: +3
Strongest force on any atom in eV Å⁻¹: 0.3
Multiplicity: 1
E_HOMO (alpha / beta) in eV: -16.04 / -16.04

2.
Formula: C31H20MnN4O6Te
Source: the OMol25 dataset
Level of theory: wB97M-V/def2-TZVPD

The geometry in XYZ format:
```
63
Properties=species:S:1:pos:R:3:forces:R:3
H -1.466 -1.970 1.615 0.028 -0.072 0.001
N 5.732 -0.859 2.986 -0.075 0.158 0.289
O 5.830 -0.386 4.091 0.158 0.087 0.273
C -4.114 2.552 -1.005 0.027 -0.453 0.010
H -1.054 -2.278 4.038 -0.108 0.018 -0.070
C 1.013 -1.746 3.900 -0.456 -0.078 -0.409
N 0.009 -1.117 -2.755 -0.089 -0.173 0.829
C 1.714 -1.236 1.647 0.084 0.062 0.538
C -0.606 -2.059 -7.077 0.421 0.777 3.308
C 3.232 -0.648 -1.536 -0.636 0.023 -0.113
C 0.531 -0.339 -3.711 0.563 0.861 -0.764
H -1.633 -3.326 -4.712 -0.015 0.039 -0.159
C -0.953 1.661 3.740 0.062 0.014 -0.006
C -2.107 1.492 4.488 -0.048 -0.053 0.033
H 2.902 -0.576 -2.565 -0.091 0.019 0.053
Te -2.138 0.330 -0.299 -0.901 1.403 0.601
H -0.858 3.271 -0.395 0.003 0.081 0.008
C -1.370 -2.980 -2.020 -0.327 -0.373 -3.174
C -1.000 -2.481 -4.476 0.390 0.489 1.600
C -0.249 -1.966 3.391 0.429 0.011 0.287
C 2.040 -1.399 3.010 -0.171 0.219 -0.973
H -4.140 0.268 2.074 -0.004 0.032 0.051
H 0.813 0.038 -5.815 0.011 -0.050 -0.109
H -1.740 5.563 -0.633 0.064 0.058 -0.028
C 5.039 -0.727 0.052 -0.178 0.118 -0.731
C 0.359 -0.593 -5.066 0.126 0.103 1.451
H -0.061 2.052 4.202 0.131 0.073 0.063
C 4.369 -0.998 2.472 -1.033 -0.170 0.309
H -4.779 1.704 -1.100 -0.076 0.005 -0.026
C 3.393 -1.212 3.396 0.652 0.040 -0.186
C -1.908 3.433 -0.608 0.278 -0.162 0.038
C -2.767 2.355 -0.734 0.256 -0.375 -0.103
C -0.399 -1.691 -5.426 -0.279 -0.294 -2.048
H 6.095 -0.720 0.277 -0.062 0.057 -0.007
H 1.224 -1.860 4.951 0.017 -0.035 0.163
C -0.939 1.329 2.395 0.163 -0.007 -0.211
N 2.289 -0.796 -0.603 0.746 -0.075 0.179
C -0.751 -2.153 -3.151 -1.110 -1.526 -0.146
C 2.722 -0.944 0.687 0.565 0.067 -0.087
O -2.115 -3.897 -2.244 0.346 0.439 0.690
H -4.159 0.867 4.462 0.004 0.007 0.009
C -3.253 0.998 3.886 -0.108 -0.027 0.078
H 1.107 0.521 -3.385 -0.034 0.038 0.112
C -3.246 0.663 2.541 -0.106 -0.153 -0.255
H 3.653 -1.265 4.443 0.086 -0.002 0.024
C -4.602 3.841 -1.141 0.004 0.080 0.021
H -4.132 5.929 -1.111 -0.028 0.058 -0.015
H 5.287 -0.483 -2.059 0.102 0.002 -0.131
H -0.032 1.447 1.811 0.004 0.097 0.048
C 4.591 -0.603 -1.247 0.249 -0.071 0.473
Mn 0.209 -1.091 -0.730 -0.082 -0.487 -2.445
O 0.232 -1.462 -7.689 1.265 0.815 -1.924
C -2.405 4.720 -0.746 0.067 -0.003 0.035
O -0.983 -2.538 -0.873 0.779 0.647 2.772
H -5.652 3.996 -1.335 -0.089 -0.010 -0.058
O 6.643 -1.231 2.287 0.332 -0.186 -0.273
H -2.115 1.738 5.539 0.010 0.063 0.053
C 4.086 -0.894 1.068 -0.589 -0.009 0.037
O -1.527 -2.814 -7.182 -1.551 -1.414 -1.012
C -0.482 -1.789 2.029 -0.414 -0.010 -0.285
C -3.749 4.924 -1.012 -0.003 -0.008 0.018
C -2.086 0.829 1.796 0.001 -0.322 -0.401
N 0.451 -1.393 1.166 0.238 -0.465 1.696
```
Positions in Å, forces in eV/Å.

Net charge: +1
⟨S²⟩: 6.07
Strongest force on any atom in eV Å⁻¹: 3.4
Multiplicity: 5
E_HOMO (alpha / beta) in eV: -9.53 / -9.53

3.
Formula: C31H21AlCl4F5N3O7S2
Source: the OMol25 dataset
Level of theory: wB97M-V/def2-TZVPD

The geometry in XYZ format:
```
74
Properties=species:S:1:pos:R:3:forces:R:3
C -1.618 -6.211 1.416 0.009 0.085 0.026
C -0.136 -3.367 -0.970 0.012 0.012 -0.075
S -0.919 0.240 -2.535 -0.006 -0.017 0.037
H -4.116 -6.183 -0.897 0.002 0.001 -0.005
F -1.595 3.141 -2.357 -0.013 0.016 -0.041
C -2.809 -5.877 0.778 0.042 -0.050 0.012
H -2.045 -2.929 3.607 0.009 -0.021 0.020
C -0.250 4.655 3.481 -0.010 -0.007 -0.033
C -0.239 1.445 -1.424 0.074 -0.070 0.050
C -0.011 3.774 -0.777 -0.038 0.032 0.016
C -1.203 -7.824 -0.358 0.001 -0.006 -0.002
O -1.559 0.085 2.048 -0.135 0.046 -0.015
O -3.513 -2.713 -0.357 -0.124 -0.061 -0.036
C -6.219 -4.190 4.413 -0.013 0.017 -0.004
H -3.464 -5.138 1.209 -0.041 0.053 0.036
C -3.653 1.278 1.822 -0.009 -0.149 0.051
H -7.121 -4.766 4.537 -0.001 -0.008 0.012
Cl -3.662 -0.962 4.682 0.013 0.028 0.007
C -3.134 4.293 1.057 -0.004 -0.002 0.015
C -2.321 2.890 3.026 0.172 -0.014 0.041
C 0.997 3.453 0.112 -0.010 -0.061 0.025
C 0.276 -4.268 -0.049 0.020 0.021 -0.019
H 0.011 -3.773 3.257 0.003 -0.020 0.019
H -3.992 1.877 0.976 0.070 0.036 0.005
O -3.393 2.026 2.980 -0.142 -0.053 0.052
H -0.995 5.737 1.801 0.004 0.006 -0.016
F -0.394 5.045 -0.917 0.001 0.006 0.019
H -1.076 -1.939 1.753 -0.004 -0.002 -0.025
O -4.835 -3.210 -2.005 0.215 -0.111 -0.084
C -3.193 -6.471 -0.413 -0.004 -0.003 0.011
N -0.762 -2.328 -0.314 -0.039 0.077 0.029
O -2.263 -4.999 3.428 0.051 0.037 -0.001
F 1.192 -0.103 -0.348 -0.021 -0.068 -0.019
H -0.025 -3.377 -2.041 -0.007 0.002 -0.002
H -0.575 -8.590 -0.790 0.002 0.001 0.002
C -1.169 -5.511 2.691 -0.045 0.093 -0.085
H 0.299 3.396 5.126 -0.001 0.002 0.003
C -2.382 -7.442 -0.974 -0.001 -0.017 -0.004
O -2.739 -0.071 0.153 -0.080 0.029 0.016
C 1.370 2.130 0.267 -0.034 0.004 -0.045
C -2.175 3.987 2.176 -0.072 0.005 -0.005
Cl 1.023 5.800 3.779 0.023 0.009 -0.005
C -2.521 0.375 1.369 0.171 0.134 -0.114
F 1.606 4.406 0.807 -0.007 0.017 0.030
H -4.169 4.212 1.391 -0.012 -0.043 0.013
C -0.390 3.556 4.309 -0.006 -0.025 0.009
H -2.813 -3.477 2.110 0.012 0.010 -0.026
C -0.841 -7.200 0.823 0.033 0.045 -0.032
H -3.004 3.620 0.206 0.011 0.027 -0.004
H -0.738 -6.266 3.350 -0.028 -0.003 0.015
C -0.021 -4.497 2.444 0.020 -0.023 0.028
Al -1.995 -1.061 -1.073 0.156 -0.054 -0.092
C -4.069 -3.546 3.822 -0.018 0.034 0.017
C -4.515 -2.437 4.472 -0.040 -0.011 -0.058
C -1.431 2.678 4.071 0.007 0.027 -0.017
C -2.725 -3.674 3.182 -0.028 -0.088 -0.002
H -4.918 -5.531 3.341 0.005 0.000 0.003
H -2.976 5.308 0.697 0.007 -0.015 -0.008
N -3.877 -2.669 -1.547 -0.212 0.095 0.215
S -6.123 -2.601 5.046 0.016 0.002 -0.017
H 0.923 -5.039 2.444 -0.022 0.020 -0.005
C -0.622 2.779 -1.520 0.001 -0.028 0.018
N -0.102 -3.770 1.182 -0.064 -0.002 0.007
C -5.072 -4.561 3.791 0.026 -0.026 0.034
H -1.579 1.811 4.700 -0.002 -0.012 -0.013
Cl 0.680 -7.664 1.540 0.014 -0.052 0.008
C -0.710 -2.596 0.979 0.057 -0.140 -0.032
H -4.467 0.600 2.089 -0.065 0.061 -0.040
C -1.122 4.864 2.428 0.042 0.007 -0.025
O -3.109 -1.907 -2.301 0.067 0.099 0.130
C 0.763 1.153 -0.503 -0.026 0.087 -0.026
Cl -2.843 -8.201 -2.460 0.002 0.003 -0.001
H 0.812 -5.194 -0.148 0.000 -0.020 0.001
F 2.327 1.805 1.134 0.017 -0.001 0.001
```
Positions in Å, forces in eV/Å.

Strongest force on any atom in eV Å⁻¹: 0.3
Multiplicity: 1
E_HOMO in eV: -8.59

4.
Formula: C31H21Br2CdN2O
Source: the OMol25 dataset
Level of theory: wB97M-V/def2-TZVPD

The geometry in XYZ format:
```
58
Properties=species:S:1:pos:R:3:forces:R:3
N 6.340 -2.376 -4.212 -0.016 0.006 0.008
H -2.663 -0.653 0.224 0.000 0.015 -0.008
C -0.144 2.808 1.376 0.030 0.066 0.002
H 0.349 4.630 4.197 -0.005 -0.011 -0.004
H -4.185 -3.021 -3.868 -0.001 -0.006 0.001
C -1.721 -0.968 -2.778 0.016 0.049 -0.051
H -3.443 -6.172 -0.281 0.006 -0.008 0.024
C -4.907 0.210 1.082 -0.018 0.012 0.022
C 2.350 -2.407 -1.484 0.124 0.079 -0.066
N -1.308 -1.640 -1.733 -0.004 -0.057 0.181
C -1.884 -2.816 -1.385 -0.011 0.057 -0.082
C -1.972 -4.669 0.141 0.010 -0.053 0.040
H -4.864 -0.804 0.699 -0.006 0.008 0.005
H -7.038 0.183 1.306 0.004 -0.002 -0.003
C -2.775 -1.453 -3.582 0.003 0.026 -0.038
H -1.391 0.734 3.724 0.008 0.016 0.008
Cd 0.259 -0.775 0.031 -0.042 0.158 -0.039
H 3.591 -3.778 -2.589 -0.010 0.009 0.005
H 1.669 -3.191 -1.168 -0.003 0.006 0.003
C -3.374 -2.636 -3.264 -0.011 -0.050 0.035
C -3.796 2.236 1.701 -0.010 0.007 -0.029
Br -4.930 -5.410 -2.676 0.024 0.029 -0.002
C 2.115 -1.085 -1.070 -0.112 -0.214 0.066
H 4.813 0.322 -2.635 -0.004 0.002 0.004
H -1.348 1.079 -2.308 0.000 0.004 0.005
Br -1.358 -5.588 1.682 -0.017 0.007 -0.032
H -0.686 2.601 5.182 -0.002 -0.008 -0.004
C -3.016 -5.231 -0.599 0.062 0.070 -0.001
C -1.351 -3.454 -0.185 0.043 0.022 0.082
C 4.118 -0.443 -2.309 0.041 0.042 -0.019
H 0.022 2.856 0.305 0.008 0.012 0.005
H -1.306 0.728 -4.046 0.000 -0.007 0.013
C -0.536 2.668 4.110 -0.008 -0.017 -0.050
C -3.712 0.923 1.223 0.078 -0.051 -0.006
C 0.239 3.867 2.188 -0.019 -0.039 -0.026
C 3.033 -0.125 -1.506 0.009 0.025 0.016
C -0.929 1.616 3.296 0.008 0.049 0.072
H -5.058 3.814 2.406 0.011 -0.012 -0.009
H 0.700 4.743 1.746 -0.007 -0.014 -0.003
C 5.443 -2.105 -3.544 -0.157 0.055 0.129
C -0.757 1.673 1.910 0.017 -0.071 0.017
H -7.149 2.506 2.172 0.007 -0.001 0.004
H 0.037 0.231 -2.992 0.008 -0.008 -0.004
C 4.320 -1.763 -2.704 0.105 -0.078 -0.087
C -5.022 2.795 2.038 0.026 -0.032 -0.005
C -6.133 0.765 1.422 0.059 0.010 0.006
C -1.171 0.545 1.054 0.044 -0.194 -0.185
C -3.497 -4.602 -1.712 -0.048 -0.049 -0.005
C -1.045 0.345 -3.059 -0.049 -0.016 -0.015
C 3.430 -2.751 -2.284 -0.019 -0.012 0.011
C -2.454 0.239 0.812 -0.159 0.219 0.138
C 0.043 3.807 3.562 -0.014 -0.060 -0.028
O -0.408 -2.930 0.485 -0.029 -0.048 -0.024
C -6.196 2.065 1.907 0.030 -0.035 -0.024
C -2.945 -3.373 -2.136 0.020 0.075 -0.061
H -3.100 -0.882 -4.443 0.011 -0.004 0.015
H 2.908 0.912 -1.213 0.000 0.020 -0.004
H -2.900 2.831 1.802 -0.029 0.000 -0.003
```
Positions in Å, forces in eV/Å.

Net charge: -1
Strongest force on any atom in eV Å⁻¹: 0.3
Multiplicity: 1
E_HOMO in eV: -4.80

Record-wise energy above the lowest of the compared OMol25 structures with the same formula, charge and spin values, in kJ/mol: 267.5, 109.2, 62.3, 14.7